(1)
{
  "formula": "O2S3",
  "method": "ωB97M-V/def2-TZVPD",
  "charge": -2,
  "energy_ev": -36597.0646,
  "gap_ev": [4.25, 4.17],
  "largest_force_ev_per_a": 2.447,
  "homo_energy_ev": [0.606, 0.656],
  "elements": ["O", "O", "S", "S", "S"],
  "coordinates": [[0.430, -0.833, -1.436], [0.837, -1.311, 0.999], [-3.036, 1.079, 0.192], [1.533, 1.476, 0.257], [0.236, -0.411, -0.013]],
  "forces_ev_per_a": [[-0.452, -0.038, 1.356], [-0.815, -0.255, -0.495], [0.553, -0.386, 0.004], [-0.989, -0.957, -0.223], [1.703, 1.636, -0.642]]
}

(2)
{
  "formula": "O3S2",
  "method": "ωB97M-V/def2-TZVPD",
  "energy_ev": -27810.4131,
  "gap_ev": [7.80, 7.79],
  "largest_force_ev_per_a": 2.832,
  "homo_energy_ev": [-9.472, -9.467],
  "elements": ["O", "O", "O", "S", "S"],
  "coordinates": [[-3.328, 0.247, 0.028], [3.025, 0.783, -0.227], [1.773, 0.100, 1.784], [-3.729, -0.608, -1.097], [2.116, -0.183, 0.401]],
  "forces_ev_per_a": [[0.180, 0.355, 0.467], [-1.439, -1.737, 0.631], [0.123, -0.641, -1.423], [-0.176, -0.357, -0.471], [1.311, 2.381, 0.796]]
}

(3)
{
  "formula": "O4PPb",
  "method": "ωB97M-V/def2-TZVPD",
  "charge": -1,
  "energy_ev": -22730.5809,
  "gap_ev": 5.90,
  "largest_force_ev_per_a": 3.959,
  "homo_energy_ev": -3.679,
  "elements": ["Pb", "P", "O", "O", "O", "O"],
  "coordinates": [[0.000, -0.325, 2.212], [0.024, 0.096, -0.529], [1.009, -0.818, 0.356], [-0.998, 0.680, 0.616], [-0.847, -0.771, -1.392], [0.811, 1.138, -1.262]],
  "forces_ev_per_a": [[0.060, 0.150, -1.651], [-1.004, -0.107, -3.828], [-0.128, -0.023, 2.294], [0.914, -0.041, 1.766], [0.103, -0.337, 0.387], [0.055, 0.358, 1.032]]
}

(4)
{
  "formula": "O4S",
  "method": "ωB97M-V/def2-TZVPD",
  "energy_ev": -19017.5266,
  "gap_ev": 9.57,
  "largest_force_ev_per_a": 4.814,
  "homo_energy_ev": -10.568,
  "elements": ["O", "O", "O", "O", "S"],
  "coordinates": [[-1.455, -0.135, -0.003], [-0.694, 0.987, -0.003], [-0.337, -1.303, -0.116], [1.781, 0.319, -0.388], [0.706, 0.132, 0.510]],
  "forces_ev_per_a": [[-1.023, -4.050, -0.057], [2.810, 0.661, -0.208], [-0.360, 4.720, 0.876], [0.289, 0.318, -0.420], [-1.716, -1.649, -0.192]]
}

(5)
{
  "formula": "O4S",
  "method": "ωB97M-V/def2-TZVPD",
  "energy_ev": -19017.7690,
  "gap_ev": [9.28, 7.33],
  "largest_force_ev_per_a": 4.322,
  "homo_energy_ev": [-11.756, -10.268],
  "elements": ["O", "O", "O", "O", "S"],
  "coordinates": [[1.212, 1.350, -0.092], [1.339, -1.147, -0.084], [-0.936, -0.382, 0.011], [-2.196, 0.140, 0.036], [0.580, 0.039, 0.129]],
  "forces_ev_per_a": [[-1.853, -1.922, -0.260], [-0.261, -0.298, -0.570], [-2.704, -1.076, -0.615], [2.058, 0.346, -0.093], [2.760, 2.950, 1.538]]
}

(6)
{
  "formula": "O4SSn",
  "method": "ωB97M-V/def2-TZVPD",
  "energy_ev": -24852.3680,
  "gap_ev": 5.07,
  "largest_force_ev_per_a": 5.147,
  "homo_energy_ev": -8.914,
  "elements": ["Sn", "S", "O", "O", "O", "O"],
  "coordinates": [[2.212, -1.216, -0.856], [-0.455, 0.250, 0.197], [-0.739, -1.078, -0.386], [0.246, 0.162, 1.467], [0.447, 0.909, -0.819], [-1.711, 0.973, 0.398]],
  "forces_ev_per_a": [[-4.327, 2.525, 1.181], [-2.527, 1.439, 1.300], [1.457, -2.229, -0.800], [1.864, -0.940, 0.372], [2.425, -0.491, -1.103], [1.108, -0.303, -0.951]]
}

(7)
{
  "formula": "S2",
  "method": "ωB97M-V/def2-TZVPD",
  "energy_ev": -21668.4477,
  "gap_ev": 5.71,
  "largest_force_ev_per_a": 4.476,
  "homo_energy_ev": -8.845,
  "elements": ["S", "S"],
  "coordinates": [[0.000, 0.000, 1.046], [0.000, 0.000, -1.046]],
  "forces_ev_per_a": [[0.000, 0.000, -4.476], [0.000, 0.000, 4.476]]
}

(8)
{
  "formula": "S2",
  "method": "ωB97M-V/def2-TZVPD",
  "energy_ev": -21665.0911,
  "gap_ev": 5.45,
  "largest_force_ev_per_a": 5.414,
  "homo_energy_ev": -9.853,
  "elements": ["S", "S"],
  "coordinates": [[0.622, 0.256, 1.165], [-0.622, -0.256, -1.165]],
  "forces_ev_per_a": [[-2.503, -1.032, -4.689], [2.503, 1.032, 4.689]]
}

(9)
{
  "formula": "S2",
  "method": "ωB97M-V/def2-TZVPD",
  "energy_ev": -21668.6742,
  "gap_ev": 5.78,
  "largest_force_ev_per_a": 5.755,
  "homo_energy_ev": -7.860,
  "elements": ["S", "S"],
  "coordinates": [[-0.785, 0.330, -0.218], [0.785, -0.330, 0.218]],
  "forces_ev_per_a": [[-5.139, 2.162, -1.427], [5.139, -2.162, 1.427]]
}